Entry 1:
The following is a DFT calculation (ωB97M-V/def2-TZVPD) of a molecular structure, CH5N4OS in a non-equilibrium geometry.

Geometry as XYZ:
```
12
Properties=species:S:1:pos:R:3:nbo_charge:R:1
C 0.004 0.138 -0.665 0.21
N -1.321 -1.091 0.910 -0.60
N 0.762 -1.151 -0.886 -0.87
N 0.787 0.943 0.198 -0.31
N -1.194 -0.066 0.124 -0.36
O 0.250 2.200 0.335 -0.41
S -2.098 1.234 -0.110 -0.25
H -0.203 0.718 -1.568 0.21
H -1.771 -0.733 1.723 0.30
H 1.445 -1.319 -0.179 0.36
H 0.004 -1.880 -0.981 0.38
H 0.687 0.714 1.152 0.34
```

## Properties
Multiplicity = 3
LUMO level (spin up / spin down) = 4.1 / 3.6 eV
Total charge = -1
DFT total energy = -733.3849 hartree

***

Entry 2:
The following is a DFT calculation (ωB97M-V/def2-TZVPD) of a gas-phase ion, CH5N6 (charge +1) in a non-equilibrium geometry.

Geometry as XYZ:
```
12
Properties=species:S:1:pos:R:3:nbo_charge:R:1
N 0.051 -1.762 -0.036 -0.60
N -0.558 -0.610 -0.042 0.22
N -1.874 -0.464 -0.032 0.00
N -2.123 0.795 0.035 -0.16
C -0.955 1.426 0.094 0.15
N 0.060 0.514 -0.069 -0.01
N 1.702 0.387 0.030 -0.59
H -0.623 -2.519 0.266 0.45
H 1.033 -1.682 0.273 0.44
H -0.835 2.472 -0.063 0.26
H 2.052 1.301 0.456 0.43
H 2.071 0.141 -0.912 0.42
```

## Properties
Multiplicity = 1
LUMO level = -4.8 eV
Total charge = +1
SMILES string = Nn1nnc[n+]1N
DFT total energy = -369.2052 hartree

***

Entry 3:
The following is a DFT calculation (ωB97M-V/def2-TZVPD) of 2 unconnected molecules or ions with the total composition CH5N7 in a non-equilibrium geometry.

Geometry as XYZ:
```
13
Properties=species:S:1:pos:R:3:nbo_charge:R:1
C -0.261 -0.437 0.029 0.47
H -3.036 -0.289 -0.812 0.38
H -2.838 -0.195 1.102 0.37
H 0.884 -2.478 0.572 0.42
H -1.016 2.141 0.677 0.39
H -0.506 2.313 -0.761 0.35
N -2.475 -0.114 0.025 -0.74
N -1.446 -1.024 -0.027 -0.38
N 0.821 -1.312 -0.180 -0.38
N 2.001 -0.712 0.106 -0.04
N 1.901 0.604 0.087 -0.01
N 0.491 0.732 -0.243 -0.17
N -0.141 1.987 0.098 -0.67
```

## Properties
Multiplicity = 1
LUMO level = 0.1 eV
Total charge = 0
DFT total energy = -424.1375 hartree

***

Entry 4:
The following is a DFT calculation (ωB97M-V/def2-TZVPD) of a single CH5N7 molecule in a non-equilibrium geometry.

Geometry as XYZ:
```
13
Properties=species:S:1:pos:R:3:nbo_charge:R:1
C -0.428 -0.616 -0.980 0.13
N -1.656 0.878 0.087 -0.18
N -1.804 -0.324 0.654 -0.18
N -0.901 0.956 -0.953 -0.29
N -1.253 -1.295 -0.013 -0.36
N 0.935 -0.688 -0.651 -0.30
N 1.287 0.225 0.101 0.02
N 2.583 0.190 0.444 -0.61
H -0.731 -1.127 -1.943 0.19
H -1.947 1.764 0.545 0.41
H -2.103 -0.541 1.603 0.41
H 3.215 -0.443 0.136 0.37
H 2.802 1.023 0.970 0.38
```

## Properties
Multiplicity = 1
LUMO level (spin up / spin down) = 1.0 / 1.0 eV
Total charge = 0
DFT total energy = -424.1618 hartree

***

Entry 5:
The following is a DFT calculation (ωB97M-V/def2-TZVPD) of 2 unconnected molecules or ions with the total composition CH5NO in a non-equilibrium geometry.

Geometry as XYZ:
```
8
Properties=species:S:1:pos:R:3:nbo_charge:R:1
N 1.725 0.028 -0.478 -0.05
O 2.483 -0.878 -0.192 -0.25
H 0.884 -0.073 -1.102 0.28
C -1.025 0.213 0.370 -0.88
H -1.630 -0.381 1.050 0.23
H -1.179 -0.317 -0.655 0.21
H -1.253 1.278 0.147 0.23
H -0.006 0.131 0.861 0.22
```

## Properties
Multiplicity = 1
LUMO level (spin up / spin down) = -0.3 / -0.3 eV
Total charge = 0
SMILES string = N=O.C
DFT total energy = -170.9594 hartree

***

Entry 6:
The following is a DFT calculation (ωB97M-V/def2-TZVPD) of a single CH5NO molecule in a non-equilibrium geometry.

Geometry as XYZ:
```
8
Properties=species:S:1:pos:R:3:nbo_charge:R:1
N 0.492 -0.763 0.594 -0.88
C -0.434 0.338 0.283 0.09
O -0.188 0.872 -1.095 -0.74
H 0.749 -1.363 -0.264 0.36
H 1.372 -0.564 1.034 0.37
H -1.453 0.092 0.346 0.16
H -0.194 1.351 0.829 0.18
H -0.343 0.036 -1.727 0.45
```

## Properties
Multiplicity = 1
LUMO level = 1.0 eV
Total charge = 0
SMILES string = NCO
DFT total energy = -171.0532 hartree

***

Entry 7:
The following is a DFT calculation (ωB97M-V/def2-TZVPD) of 2 unconnected molecules or ions with the total composition CH5NO2 in a non-equilibrium geometry.

Geometry as XYZ:
```
9
Properties=species:S:1:pos:R:3:nbo_charge:R:1
N 1.362 0.854 0.304 -0.82
C 0.201 0.567 -0.336 0.52
O -0.819 1.190 -0.166 -0.62
H 1.183 1.410 1.122 0.39
H 2.124 0.199 0.312 0.40
H 0.270 -0.170 -1.131 0.12
O -0.644 -2.062 0.162 -0.95
H -1.236 -1.308 0.280 0.48
H -0.981 -2.555 -0.572 0.47
```

## Properties
Multiplicity = 1
LUMO level = 0.9 eV
Total charge = 0
SMILES string = NC=O.O
DFT total energy = -246.3432 hartree

***

Entry 8:
The following is a DFT calculation (ωB97M-V/def2-TZVPD) of 2 unconnected molecules or ions with the total composition CH5NO2 in a non-equilibrium geometry.

Geometry as XYZ:
```
9
Properties=species:S:1:pos:R:3:nbo_charge:R:1
O -2.636 0.966 0.772 -0.60
C -1.642 0.765 0.125 0.65
O -0.398 0.949 0.493 -0.75
H -1.739 0.390 -0.918 0.05
H 0.300 0.186 0.060 0.47
N 1.336 -0.705 -0.147 -1.03
H 1.286 -1.569 -0.670 0.40
H 1.441 -0.858 0.850 0.41
H 2.052 -0.125 -0.564 0.40
```

## Properties
Multiplicity = 1
LUMO level = 0.3 eV
Total charge = 0
SMILES string = O=CO.N
DFT total energy = -246.3329 hartree

***

Entry 9:
The following is a DFT calculation (ωB97M-V/def2-TZVPD) of 3 unconnected molecules or ions with the total composition CH5NO2 in a non-equilibrium geometry.

Geometry as XYZ:
```
9
Properties=species:S:1:pos:R:3:nbo_charge:R:1
C 1.037 0.035 -0.032 0.62
N 0.243 -1.014 -0.753 -0.76
O 1.613 -0.436 0.955 -0.18
H 0.120 1.217 -1.210 0.36
H 0.659 -2.027 -0.463 0.45
H 0.142 -1.057 -1.815 0.45
H -1.896 0.848 1.571 0.50
H -0.651 0.955 0.602 0.42
O -1.266 1.479 1.146 -0.87
```

## Properties
Multiplicity = 2
LUMO level (spin up / spin down) = -9.0 / -10.3 eV
Total charge = +1
DFT total energy = -245.7862 hartree

***

Entry 10:
The following is a DFT calculation (ωB97M-V/def2-TZVPD) of a single CH5NO2S molecule in a non-equilibrium geometry.

Geometry as XYZ:
```
10
Properties=species:S:1:pos:R:3:nbo_charge:R:1
C 1.405 0.502 -0.022 -0.83
N -1.409 0.095 -0.038 -0.55
O -1.872 -0.531 1.319 -0.57
O 0.423 -1.402 -1.595 -0.90
S 0.137 0.000 -1.280 1.34
H 2.234 -0.245 0.026 0.26
H 1.672 1.451 -0.351 0.22
H 0.843 0.386 0.910 0.25
H -1.158 1.038 0.124 0.31
H -2.275 -1.292 0.907 0.47
```

## Properties
Multiplicity = 1
LUMO level = -0.4 eV
Total charge = 0
DFT total energy = -644.3606 hartree

***

Entry 11:
The following is a DFT calculation (ωB97M-V/def2-TZVPD) of 2 unconnected molecules or ions with the total composition CH5NO2S in a non-equilibrium geometry.

Geometry as XYZ:
```
10
Properties=species:S:1:pos:R:3:nbo_charge:R:1
C 0.194 0.008 1.202 -0.03
N -0.280 0.003 -1.277 -1.08
O 1.216 -1.785 -0.351 -0.96
O -1.034 -0.428 1.265 -0.63
S 1.130 -0.329 -0.324 1.37
H 0.027 2.305 0.513 -0.20
H 0.682 0.206 2.140 0.21
H -0.430 1.007 -1.306 0.40
H -0.159 -0.359 -2.217 0.40
H -1.346 -0.628 0.355 0.51
```

## Properties
Multiplicity = 1
LUMO level (spin up / spin down) = -0.8 / -0.1 eV
Total charge = 0
DFT total energy = -644.3395 hartree

***

Entry 12:
The following is a DFT calculation (ωB97M-V/def2-TZVPD) of 2 unconnected molecules or ions with the total composition CH5NO2S in a non-equilibrium geometry.

Geometry as XYZ:
```
10
Properties=species:S:1:pos:R:3:nbo_charge:R:1
C -1.212 0.848 -1.480 0.29
O -0.338 1.550 -1.100 -0.52
H -2.138 1.050 -2.227 0.11
H -1.013 -0.211 -1.345 0.11
N 1.326 -0.807 0.149 -1.02
S 0.035 -1.454 1.004 0.65
O 0.131 -0.625 2.438 -0.85
H 2.203 -0.670 0.576 0.38
H 1.239 0.100 -0.286 0.38
H -0.235 0.220 2.271 0.47
```

## Properties
Multiplicity = 1
LUMO level = 0.6 eV
Total charge = 0
SMILES string = C=O.NSO
DFT total energy = -644.4480 hartree

***

Entry 13:
The following is a DFT calculation (ωB97M-V/def2-TZVPD) of a single CH5NO2S molecule in a non-equilibrium geometry.

Geometry as XYZ:
```
10
Properties=species:S:1:pos:R:3:nbo_charge:R:1
C -1.735 0.019 0.034 -0.26
N 2.090 0.178 -0.759 -1.15
O 1.069 -0.543 1.270 -0.87
O -0.509 0.242 -0.675 -0.72
S 0.896 0.591 0.206 1.56
H -1.728 -1.074 0.129 0.19
H -2.523 0.288 -0.705 0.20
H -1.816 0.456 0.924 0.18
H 2.459 0.857 -1.298 0.37
H 1.798 -1.016 0.874 0.51
```

## Properties
Multiplicity = 1
LUMO level = 0.9 eV
Total charge = 0
DFT total energy = -644.4292 hartree

***

Entry 14:
The following is a DFT calculation (ωB97M-V/def2-TZVPD) of a single CH5NO2Si molecule in a non-equilibrium geometry.

Geometry as XYZ:
```
10
Properties=species:S:1:pos:R:3:nbo_charge:R:1
C -2.025 -0.477 0.491 -0.36
N -0.771 0.016 -0.305 0.41
O -0.731 -0.144 -1.507 -0.39
O 0.295 0.496 0.409 -0.68
Si 1.869 0.176 0.005 1.16
H -2.389 -0.146 1.420 0.20
H -2.780 -0.528 -0.309 0.19
H 1.589 -0.444 -1.265 -0.16
H 2.507 1.509 -0.104 -0.19
H 2.438 -0.459 1.164 -0.18
```

## Properties
Multiplicity = 1
LUMO level (spin up / spin down) = 0.4 / 0.0 eV
Total charge = 0
SMILES string = C=[N+]([O-])O[SiH3]
DFT total energy = -535.6426 hartree

***

Entry 15:
The following is a DFT calculation (ωB97M-V/def2-TZVPD) of 2 unconnected molecules or ions with the total composition CH5NO3.

Geometry as XYZ:
```
10
Properties=species:S:1:pos:R:3:nbo_charge:R:1
N 0.798 -0.833 0.167 -0.84
C 0.417 0.247 0.900 0.88
O -0.688 0.739 0.926 -0.66
O 1.447 0.719 1.652 -0.70
H 1.786 -0.910 -0.005 0.40
H 0.141 -1.096 -0.549 0.42
H 1.041 1.298 2.310 0.50
O -1.358 -0.306 -1.948 -0.95
H -1.998 -0.459 -1.241 0.48
H -1.587 0.600 -2.212 0.48
```

## Properties
Multiplicity = 1
LUMO level = 0.7 eV
Total charge = 0
SMILES string = NC(=O)O.O
DFT total energy = -321.6189 hartree

***

Entry 16:
The following is a DFT calculation (ωB97M-V/def2-TZVPD) of 2 unconnected molecules or ions with the total composition CH5NO3P in a non-equilibrium geometry.

Geometry as XYZ:
```
11
Properties=species:S:1:pos:R:3:nbo_charge:R:1
C 0.999 -0.379 -0.008 -0.99
N -2.444 -0.284 -0.968 -0.84
O -1.870 0.593 1.439 -1.14
O -3.091 -1.163 -0.044 -0.64
O -1.134 1.786 -0.736 -1.01
P -1.374 0.443 0.021 2.11
H 0.939 -1.099 0.873 0.19
H 1.010 -1.102 -0.834 0.18
H 1.918 0.218 -0.074 0.18
H -2.912 -0.609 0.729 0.46
H -1.519 1.544 -1.572 0.50
```

## Properties
Multiplicity = 1
LUMO level (spin up / spin down) = 4.1 / 4.1 eV
Total charge = -1
DFT total energy = -662.8940 hartree

***

Entry 17:
The following is a DFT calculation (ωB97M-V/def2-TZVPD) of a molecular structure, CH5NO4 in a non-equilibrium geometry.

Geometry as XYZ:
```
11
Properties=species:S:1:pos:R:3:nbo_charge:R:1
C 0.282 1.581 0.083 0.95
N 1.044 0.163 -0.420 -0.90
O -0.737 1.271 0.737 -0.68
O 0.847 2.578 -0.218 -0.58
H -0.890 0.021 0.866 0.49
H 2.051 0.293 -0.416 0.41
H 0.546 -0.674 0.212 0.46
O -0.670 -1.169 0.850 -0.53
O -1.389 -1.626 -0.332 -0.49
H -1.824 -2.416 0.014 0.47
H 0.739 -0.022 -1.376 0.41
```

## Properties
Multiplicity = 1
LUMO level = 0.5 eV
Total charge = 0
DFT total energy = -396.7195 hartree

***

Entry 18:
The following is a DFT calculation (ωB97M-V/def2-TZVPD) of a single CH5NO4P2 molecule.

Geometry as XYZ:
```
13
Properties=species:S:1:pos:R:3:nbo_charge:R:1
N -1.661 -1.830 1.779 -1.26
P -0.654 -0.711 2.089 1.57
O -0.360 0.430 0.921 -0.77
C -0.059 0.043 -0.329 0.98
O -0.710 -0.658 -1.047 -0.54
O 1.123 0.616 -0.696 -0.77
P 1.045 1.334 -2.168 1.79
O 2.035 2.384 -2.337 -1.05
H -1.238 -2.742 1.805 0.39
H 0.621 -1.160 2.453 -0.08
H -1.094 0.172 3.064 -0.07
H 1.167 0.287 -3.079 -0.10
H -0.276 1.783 -2.259 -0.10
```

## Properties
Multiplicity = 1
LUMO level = 0.5 eV
Total charge = 0
SMILES string = N=[PH2]OC(=O)O[PH2]=O
DFT total energy = -1079.5485 hartree

***

Entry 19:
The following is a DFT calculation (ωB97M-V/def2-TZVPD) of 2 unconnected molecules or ions with the total composition CH5NOS in a non-equilibrium geometry.

Geometry as XYZ:
```
9
Properties=species:S:1:pos:R:3:nbo_charge:R:1
C 0.688 1.164 0.264 -0.96
N -0.998 -0.637 -0.776 -1.07
O -1.228 0.043 1.576 -0.88
S -0.203 -0.155 0.611 1.78
H 0.969 1.824 1.132 0.25
H 1.609 1.263 -0.401 0.25
H -1.091 -0.048 -1.649 0.41
H -0.520 -1.524 -1.145 0.40
H 0.775 -1.929 0.387 -0.18
```

## Properties
Multiplicity = 1
LUMO level (spin up / spin down) = -0.9 / -1.1 eV
Total charge = 0
DFT total energy = -569.0729 hartree

***

Entry 20:
The following is a DFT calculation (ωB97M-V/def2-TZVPD) of 2 unconnected molecules or ions with the total composition CH5NOS in a non-equilibrium geometry.

Geometry as XYZ:
```
9
Properties=species:S:1:pos:R:3:nbo_charge:R:1
S -1.467 1.487 1.279 0.37
H -0.844 1.301 0.051 0.32
H -1.763 0.768 2.417 0.27
C 0.753 -1.156 -0.778 0.58
N 1.915 -1.842 -1.303 -0.80
O 0.499 -0.013 -0.646 -0.64
H 0.084 -1.938 -0.392 0.10
H 2.361 -1.220 -1.923 0.39
H 1.713 -2.769 -1.666 0.41
```

## Properties
Multiplicity = 2
LUMO level (spin up / spin down) = -6.3 / -9.8 eV
Total charge = +1
DFT total energy = -568.8714 hartree